Entry 1:
This record from the Open Molecules 2025 dataset describes a 13-piece molecular cluster, C40H112N6O21 overall at a distorted geometry. The level of theory is the ωB97M-V functional and the def2-TZVPD basis.

Values from the calculation:
E_tot: -3499.30607 a.u.
strongest force on any atom: 3.6 eV Å⁻¹
ΔE to the lowest compared entry with this formula, charge and spin: 523.6 kJ/mol

Atoms and positions in Å:
C (-15.95, 7.19, 5.89)
C (-16.53, 7.34, 4.50)
C (-15.87, 6.43, 3.40)
O (-14.56, 6.72, 3.20)
C (-13.87, 5.90, 2.25)
N (-17.95, 6.90, 4.64)
H (-15.67, 6.21, 6.27)
H (-16.55, 7.64, 6.69)
H (-15.01, 7.75, 5.87)
H (-16.46, 8.35, 4.10)
H (-16.37, 6.46, 2.43)
H (-15.79, 5.40, 3.76)
H (-13.57, 5.00, 2.78)
H (-13.03, 6.41, 1.77)
H (-14.45, 5.54, 1.39)
H (-18.42, 7.58, 5.21)
H (-18.43, 6.82, 3.75)
C (-18.06, 2.72, -4.00)
C (-18.40, 1.24, -4.35)
C (-17.16, 0.39, -4.85)
O (-16.25, 1.17, -5.66)
C (-14.95, 0.62, -5.65)
N (-19.09, 0.63, -3.21)
H (-19.03, 3.20, -3.87)
H (-17.54, 3.26, -4.79)
H (-17.59, 2.79, -3.03)
H (-19.16, 1.23, -5.13)
H (-17.51, -0.48, -5.40)
H (-16.64, 0.18, -3.92)
H (-14.83, -0.35, -6.14)
H (-14.50, 0.61, -4.65)
H (-14.25, 1.32, -6.10)
H (-19.26, -0.33, -3.46)
H (-18.37, 0.52, -2.51)
C (-12.59, 6.05, -4.05)
C (-11.43, 6.98, -4.49)
C (-10.94, 7.88, -3.29)
O (-12.06, 8.64, -2.76)
C (-11.78, 9.62, -1.81)
N (-10.31, 6.11, -4.95)
H (-13.44, 6.55, -3.59)
H (-12.23, 5.42, -3.23)
H (-13.05, 5.39, -4.79)
H (-11.82, 7.49, -5.37)
H (-10.14, 8.54, -3.63)
H (-10.51, 7.17, -2.58)
H (-10.77, 10.03, -1.87)
H (-11.96, 9.17, -0.83)
H (-12.40, 10.49, -2.02)
H (-10.39, 5.21, -4.51)
H (-9.43, 6.48, -4.63)
C (-14.39, 13.04, 4.78)
C (-13.97, 14.48, 5.04)
C (-13.92, 15.41, 3.76)
O (-13.23, 16.60, 4.14)
C (-13.20, 17.59, 3.14)
N (-14.88, 15.04, 6.06)
H (-14.33, 12.54, 5.74)
H (-13.75, 12.56, 4.04)
H (-15.42, 13.03, 4.40)
H (-13.02, 14.46, 5.57)
H (-14.96, 15.64, 3.53)
H (-13.50, 14.92, 2.88)
H (-12.63, 17.23, 2.28)
H (-12.68, 18.43, 3.61)
H (-14.18, 18.01, 2.91)
H (-14.53, 15.99, 6.15)
H (-14.76, 14.58, 6.95)
C (-14.48, 9.08, -9.83)
C (-13.35, 10.07, -10.11)
C (-12.97, 10.89, -8.88)
O (-13.95, 11.90, -8.64)
C (-13.61, 12.88, -7.65)
N (-12.26, 9.23, -10.66)
H (-14.29, 8.45, -8.96)
H (-14.76, 8.35, -10.59)
H (-15.41, 9.54, -9.50)
H (-13.66, 10.77, -10.88)
H (-11.96, 11.25, -9.07)
H (-12.90, 10.33, -7.95)
H (-14.41, 13.62, -7.58)
H (-12.69, 13.36, -7.97)
H (-13.40, 12.51, -6.65)
H (-12.64, 8.66, -11.41)
H (-12.04, 8.44, -10.08)
C (-15.38, 15.34, -2.28)
C (-16.51, 16.15, -1.53)
O (-16.34, 17.48, -1.97)
O (-14.10, 15.72, -1.82)
H (-15.29, 15.42, -3.37)
H (-15.54, 14.30, -2.01)
H (-16.41, 15.90, -0.48)
H (-17.47, 15.77, -1.86)
H (-16.59, 18.05, -1.23)
H (-13.71, 16.42, -2.36)
C (-17.36, 16.46, -10.15)
C (-18.69, 16.65, -9.44)
O (-19.84, 15.95, -10.00)
O (-17.43, 17.09, -11.43)
H (-17.28, 15.39, -10.32)
H (-16.51, 16.73, -9.52)
H (-18.92, 17.72, -9.40)
H (-18.70, 16.30, -8.41)
H (-20.59, 16.51, -9.82)
H (-18.03, 16.57, -11.97)
C (-23.99, 13.54, 3.90)
C (-24.15, 14.01, 2.42)
O (-25.53, 14.41, 2.26)
O (-24.45, 12.17, 4.07)
H (-24.38, 14.29, 4.59)
H (-22.95, 13.44, 4.21)
H (-23.93, 13.20, 1.72)
H (-23.43, 14.83, 2.42)
H (-25.81, 14.27, 1.35)
H (-25.41, 12.25, 4.08)
C (-24.55, 15.29, -7.94)
C (-24.65, 16.79, -8.10)
O (-23.82, 17.31, -9.13)
O (-25.59, 14.63, -8.67)
H (-24.57, 15.02, -6.88)
H (-23.55, 14.91, -8.13)
H (-24.48, 17.36, -7.20)
H (-25.68, 17.07, -8.34)
H (-23.62, 18.21, -8.88)
H (-25.07, 14.29, -9.40)
C (-19.36, 12.22, 7.56)
C (-20.62, 11.27, 7.44)
O (-20.80, 10.45, 6.25)
O (-19.36, 13.39, 6.73)
H (-18.42, 11.69, 7.40)
H (-19.22, 12.56, 8.59)
H (-21.57, 11.75, 7.67)
H (-20.63, 10.58, 8.28)
H (-21.52, 10.84, 5.75)
H (-18.46, 13.67, 6.53)
C (-24.08, 9.73, -5.42)
C (-24.55, 10.07, -4.04)
O (-25.53, 11.05, -4.14)
O (-24.90, 8.73, -6.00)
H (-23.06, 9.36, -5.27)
H (-23.99, 10.59, -6.09)
H (-23.72, 10.50, -3.47)
H (-24.97, 9.20, -3.53)
H (-26.08, 10.82, -4.89)
H (-25.43, 9.11, -6.70)
C (-23.24, 6.64, 2.41)
C (-22.21, 7.49, 1.54)
O (-20.88, 6.93, 1.41)
O (-23.81, 5.51, 1.70)
H (-24.12, 7.19, 2.74)
H (-22.79, 6.30, 3.34)
H (-22.04, 8.38, 2.13)
H (-22.67, 7.78, 0.60)
H (-20.40, 7.37, 0.71)
H (-23.10, 4.88, 1.56)
C (-18.90, 12.50, 0.65)
O (-18.16, 11.95, -0.45)
C (-17.45, 10.82, 0.03)
C (-17.01, 10.00, -1.16)
N (-18.26, 9.55, -1.78)
C (-17.97, 8.97, -3.08)
C (-17.77, 10.07, -4.10)
O (-18.89, 10.97, -4.18)
C (-18.80, 11.96, -5.13)
H (-18.20, 12.89, 1.39)
H (-19.50, 11.80, 1.24)
H (-19.51, 13.31, 0.26)
H (-17.88, 10.07, 0.70)
H (-16.52, 11.12, 0.52)
H (-16.47, 9.13, -0.81)
H (-16.25, 10.60, -1.65)
H (-18.72, 10.42, -2.00)
H (-18.91, 8.45, -3.24)
H (-17.19, 8.21, -3.06)
H (-17.41, 9.64, -5.03)
H (-16.94, 10.70, -3.77)
H (-18.55, 11.62, -6.13)
H (-18.07, 12.70, -4.79)
H (-19.74, 12.47, -5.31)

***

Entry 2:
This record from the Open Molecules 2025 dataset describes a 16-piece molecular cluster, C40H116N4O28 overall at a distorted geometry. The level of theory is the ωB97M-V functional and the def2-TZVPD basis.

Values from the calculation:
E_tot: -3918.87023 a.u.
strongest force on any atom: 3.4 eV Å⁻¹

Atoms and positions in Å:
C (-3.70, -3.17, -3.52)
C (-3.95, -2.42, -2.16)
C (-4.12, -3.27, -0.87)
O (-5.25, -4.12, -0.82)
C (-5.55, -4.47, 0.55)
N (-2.79, -1.50, -2.01)
H (-4.47, -3.91, -3.70)
H (-2.73, -3.66, -3.63)
H (-3.51, -2.53, -4.38)
H (-4.91, -1.94, -2.33)
H (-4.34, -2.44, -0.19)
H (-3.22, -3.87, -0.74)
H (-5.25, -5.48, 0.82)
H (-6.64, -4.51, 0.55)
H (-5.26, -3.97, 1.48)
H (-2.09, -2.16, -1.70)
H (-2.42, -1.27, -2.92)
C (-2.40, -1.28, -6.77)
C (-1.27, -1.41, -5.76)
C (0.08, -0.72, -6.29)
O (0.95, -0.40, -5.22)
C (1.96, 0.57, -5.52)
N (-1.62, -0.71, -4.55)
H (-2.12, -1.15, -7.81)
H (-3.04, -0.48, -6.40)
H (-2.85, -2.27, -6.88)
H (-1.21, -2.45, -5.44)
H (-0.24, 0.21, -6.76)
H (0.60, -1.28, -7.07)
H (1.57, 1.52, -5.89)
H (2.52, 0.24, -6.40)
H (2.64, 0.73, -4.68)
H (-1.89, 0.22, -4.82)
H (-0.66, -0.52, -4.29)
C (-1.63, 3.30, -4.13)
C (-2.80, 3.14, -4.97)
C (-4.24, 3.36, -4.33)
O (-4.58, 2.49, -3.20)
C (-4.82, 1.07, -3.54)
N (-2.64, 4.04, -6.09)
H (-0.63, 3.05, -4.50)
H (-1.71, 2.55, -3.34)
H (-1.54, 4.31, -3.73)
H (-2.80, 2.20, -5.52)
H (-5.02, 3.44, -5.09)
H (-4.41, 4.39, -4.00)
H (-5.48, 0.95, -4.39)
H (-5.24, 0.46, -2.74)
H (-3.85, 0.60, -3.67)
H (-1.63, 4.09, -6.20)
H (-3.00, 4.96, -5.87)
C (0.43, 0.71, 2.41)
C (0.36, -0.40, 1.36)
C (1.37, -0.26, 0.25)
O (1.15, 0.80, -0.60)
C (0.08, 0.51, -1.49)
N (0.64, -1.58, 2.18)
H (0.19, 1.68, 1.97)
H (1.44, 0.72, 2.83)
H (-0.09, 0.48, 3.33)
H (-0.66, -0.46, 0.96)
H (1.36, -1.16, -0.37)
H (2.37, -0.25, 0.68)
H (-0.80, 0.07, -1.01)
H (0.43, -0.05, -2.35)
H (-0.26, 1.43, -1.96)
H (0.91, -2.27, 1.50)
H (1.51, -1.57, 2.70)
C (2.01, 4.70, 3.28)
C (3.42, 4.07, 3.28)
O (3.45, 2.68, 3.62)
O (1.51, 4.51, 4.62)
H (1.45, 4.31, 2.44)
H (2.09, 5.78, 3.21)
H (3.98, 4.71, 3.96)
H (3.82, 4.32, 2.29)
H (3.22, 2.59, 4.55)
H (1.50, 5.37, 5.06)
C (5.75, 5.13, -2.01)
C (4.50, 4.58, -1.31)
O (3.85, 3.57, -2.16)
O (6.72, 4.10, -1.93)
H (6.09, 6.07, -1.59)
H (5.63, 5.41, -3.05)
H (3.67, 5.27, -1.14)
H (4.77, 4.11, -0.37)
H (4.32, 2.74, -2.21)
H (6.67, 3.45, -2.63)
C (1.97, 6.85, -4.50)
C (0.87, 7.72, -3.87)
O (0.73, 7.61, -2.50)
O (1.67, 5.47, -4.39)
H (2.88, 7.12, -3.98)
H (2.15, 7.26, -5.49)
H (-0.12, 7.42, -4.21)
H (0.97, 8.78, -4.14)
H (0.20, 8.33, -2.15)
H (1.49, 5.24, -3.47)
C (-2.64, -3.66, 2.83)
C (-2.26, -2.90, 4.14)
O (-0.92, -3.21, 4.42)
O (-2.28, -3.05, 1.57)
H (-3.73, -3.68, 2.81)
H (-2.44, -4.73, 2.79)
H (-2.93, -3.36, 4.88)
H (-2.43, -1.83, 4.10)
H (-0.44, -2.76, 3.73)
H (-1.33, -3.00, 1.54)
C (5.82, 0.51, 0.04)
C (4.71, 1.26, 0.88)
O (5.31, 2.14, 1.81)
O (6.72, 1.42, -0.59)
H (5.32, -0.05, -0.75)
H (6.26, -0.28, 0.64)
H (4.19, 0.51, 1.47)
H (4.11, 1.85, 0.19)
H (4.62, 2.23, 2.48)
H (6.89, 2.17, -0.02)
C (2.50, -4.28, 1.28)
C (3.04, -5.61, 0.85)
O (2.29, -6.61, 1.50)
O (1.24, -3.93, 0.79)
H (3.19, -3.51, 0.93)
H (2.47, -4.27, 2.37)
H (3.97, -5.82, 1.38)
H (3.22, -5.79, -0.21)
H (1.49, -6.61, 0.97)
H (0.84, -4.72, 0.40)
C (-4.37, 0.56, 0.90)
C (-3.23, 0.80, 1.88)
O (-3.58, 1.45, 3.09)
O (-5.13, 1.74, 0.64)
H (-5.01, -0.29, 1.12)
H (-3.88, 0.32, -0.04)
H (-2.47, 1.36, 1.33)
H (-3.02, -0.23, 2.18)
H (-4.11, 2.22, 2.88)
H (-5.82, 1.58, 0.00)
C (-0.28, 5.15, 0.23)
C (0.93, 4.44, -0.34)
O (1.06, 4.57, -1.72)
O (-0.07, 6.40, 0.79)
H (-0.68, 4.44, 0.96)
H (-1.05, 5.39, -0.50)
H (0.78, 3.38, -0.16)
H (1.87, 4.77, 0.11)
H (1.90, 4.16, -1.91)
H (-0.05, 7.04, 0.07)
C (-3.04, 0.33, 6.10)
C (-1.91, -0.53, 6.81)
O (-1.45, 0.04, 8.05)
O (-2.49, 1.63, 5.61)
H (-3.78, 0.68, 6.83)
H (-3.43, -0.26, 5.28)
H (-1.08, -0.38, 6.12)
H (-2.34, -1.52, 6.90)
H (-1.18, 0.96, 7.99)
H (-2.48, 1.56, 4.65)
C (-0.31, -5.16, -2.53)
C (-0.97, -6.04, -1.49)
O (-0.33, -6.11, -0.20)
O (-0.15, -3.91, -2.06)
H (-0.96, -5.28, -3.39)
H (0.65, -5.58, -2.83)
H (-1.15, -7.02, -1.94)
H (-1.97, -5.69, -1.24)
H (-0.82, -6.74, 0.33)
H (0.04, -3.80, -1.13)
C (-0.13, -5.74, 6.52)
C (0.49, -6.16, 5.27)
O (-0.53, -6.60, 4.40)
O (-0.63, -6.92, 7.21)
H (-0.94, -5.08, 6.23)
H (0.60, -5.21, 7.12)
H (1.19, -6.97, 5.47)
H (0.97, -5.26, 4.88)
H (-0.18, -7.23, 3.76)
H (-0.84, -7.54, 6.51)
C (4.55, -0.93, 3.99)
C (3.27, -1.20, 4.92)
O (3.38, -2.31, 5.77)
O (4.52, -1.93, 2.98)
H (5.50, -0.93, 4.52)
H (4.46, 0.09, 3.63)
H (2.35, -1.48, 4.42)
H (3.18, -0.25, 5.45)
H (3.51, -3.16, 5.34)
H (5.41, -2.26, 2.82)